No. 1
{"formula": "C4H7NOS2", "method": "ωB97M-V with the def2-TZVPD basis set", "total_energy_ha": -1082.792268, "orbital_gap_ev": 9.47, "charge": 0, "molar_mass_da": 149.240, "smiles": "C=CSCS/C=N/O", "e_above_lowest_ev": 5.512, "species": ["C", "C", "S", "C", "S", "C", "N", "O", "H", "H", "H", "H", "H", "H", "H"], "positions_angstrom": [[2.0502, 1.5688, 0.0459], [1.6797, 0.2561, -0.2753], [0.9907, 0.3013, -2.0632], [-0.6606, -0.3844, -1.8058], [-2.2226, 0.4421, -0.9981], [-1.8540, -0.0581, 0.5901], [-0.9843, -0.8635, 0.9251], [-0.9126, -0.9189, 2.3973], [2.6429, 1.5266, 0.9997], [2.0154, 2.3589, -0.6760], [1.8966, -0.8630, 0.4149], [-1.0833, -0.8096, -2.5838], [-0.5862, -1.1701, -1.0246], [-2.3152, 0.5268, 1.4024], [-0.6567, -1.9130, 2.6514]], "forces_ev_per_angstrom": [[0.801, -5.492, 1.491], [0.461, 1.008, -0.283], [-0.431, -0.660, 2.042], [0.650, 0.879, 5.008], [1.533, 0.301, -1.420], [-1.388, 2.417, 1.420], [1.755, -2.602, 2.091], [0.597, -2.701, -0.281], [-0.625, 1.111, -0.919], [-0.268, 0.385, 0.150], [-0.921, 3.989, -2.413], [-1.444, -1.824, -4.284], [0.433, 0.270, -0.902], [-0.400, -0.324, -0.382], [-0.753, 3.244, -1.318]], "nbo_charge": [-0.43, -0.33, 0.21, -0.63, 0.23, -0.13, -0.20, -0.60, 0.21, 0.23, 0.27, 0.21, 0.26, 0.21, 0.48]}

No. 2
{"formula": "C4H7NOS2", "method": "ωB97M-V with the def2-TZVPD basis set", "total_energy_ha": -1082.876868, "orbital_gap_ev": 9.51, "charge": 0, "molar_mass_da": 149.240, "smiles": "C=C(SC)N(S)C=O", "e_above_lowest_ev": 3.210, "species": ["C", "C", "S", "C", "N", "S", "C", "O", "H", "H", "H", "H", "H", "H", "H"], "positions_angstrom": [[0.2189, -0.6756, 1.9334], [0.3896, -0.5642, 0.6185], [1.7205, -1.0085, -0.3635], [1.7838, 0.6373, -1.2472], [-0.8300, -0.1976, -0.1512], [-1.6499, -1.5001, -0.9500], [-1.4347, 1.0540, -0.1481], [-0.8082, 2.1736, -0.0418], [-0.9317, -0.6404, 2.3822], [0.9259, -1.1128, 2.7502], [1.7162, 1.4946, -0.5760], [1.1255, 0.7139, -2.1805], [2.8494, 0.6505, -1.7214], [-2.3681, -2.1376, -0.0263], [-2.7073, 1.1129, -0.2783]], "forces_ev_per_angstrom": [[-2.162, -1.534, 2.921], [-1.945, 0.231, 0.396], [0.622, 1.434, -0.662], [2.100, -0.632, -2.445], [-0.919, -0.416, 0.384], [0.571, 0.760, -0.729], [-0.255, 4.738, 0.100], [-2.431, -5.047, -0.124], [3.176, 0.313, -1.376], [-0.859, 1.181, -2.078], [-0.312, -0.350, -0.059], [0.429, -0.215, 1.742], [-1.671, 0.003, 0.974], [0.006, 0.208, 0.824], [3.650, -0.674, 0.133]], "nbo_charge": [-0.37, -0.07, 0.29, -0.74, -0.65, 0.21, 0.53, -0.60, 0.21, 0.24, 0.25, 0.23, 0.23, 0.10, 0.15]}

| no. | LUMO level (eV) |
| --- | --- |
| 1 | 0.66 |
| 2 | 0.47 |